{
  "formula": "C80H197N15O15",
  "method": "ωB97M-V/def2-TZVPD",
  "charge": 0,
  "orbital_gap_ev": 8.400,
  "homo_ev": -7.85,
  "e_above_lowest_ev": 3.5288,
  "fmax_ev_per_a": 4.25,
  "spin_multiplicity": 1,
  "species": ["O", "O", "O", "O", "O", "O", "O", "O", "O", "O", "O", "O", "O", "O", "O", "N", "N", "N", "N", "N", "N", "N", "N", "N", "N", "N", "N", "N", "N", "N", "C", "C", "C", "C", "C", "C", "C", "C", "C", "C", "C", "C", "C", "C", "C", "C", "C", "C", "C", "C", "C", "C", "C", "C", "C", "C", "C", "C", "C", "C", "C", "C", "C", "C", "C", "C", "C", "C", "C", "C", "C", "C", "C", "C", "C", "C", "C", "C", "C", "C", "C", "C", "C", "C", "C", "C", "C", "C", "C", "C", "C", "C", "C", "C", "C", "C", "C", "C", "C", "C", "C", "C", "C", "C", "C", "C", "C", "C", "C", "C", "H", "H", "H", "H", "H", "H", "H", "H", "H", "H", "H", "H", "H", "H", "H", "H", "H", "H", "H", "H", "H", "H", "H", "H", "H", "H", "H", "H", "H", "H", "H", "H", "H", "H", "H", "H", "H", "H", "H", "H", "H", "H", "H", "H", "H", "H", "H", "H", "H", "H", "H", "H", "H", "H", "H", "H", "H", "H", "H", "H", "H", "H", "H", "H", "H", "H", "H", "H", "H", "H", "H", "H", "H", "H", "H", "H", "H", "H", "H", "H", "H", "H", "H", "H", "H", "H", "H", "H", "H", "H", "H", "H", "H", "H", "H", "H", "H", "H", "H", "H", "H", "H", "H", "H", "H", "H", "H", "H", "H", "H", "H", "H", "H", "H", "H", "H", "H", "H", "H", "H", "H", "H", "H", "H", "H", "H", "H", "H", "H", "H", "H", "H", "H", "H", "H", "H", "H", "H", "H", "H", "H", "H", "H", "H", "H", "H", "H", "H", "H", "H", "H", "H", "H", "H", "H", "H", "H", "H", "H", "H", "H", "H", "H", "H", "H", "H", "H", "H", "H", "H", "H", "H", "H", "H", "H", "H", "H", "H", "H", "H", "H", "H", "H", "H", "H", "H", "H", "H", "H", "H", "H", "H", "H", "H", "H", "H", "H"],
  "positions_angstrom": [[-0.667433, 0.874835, 0.755583], [1.716551, 5.601391, -0.710062], [5.000944, 1.556306, 6.018430], [-3.492865, 3.197785, 1.251682], [5.482313, -3.862747, -0.402567], [5.021030, 1.788639, 1.323576], [-2.177819, 3.845236, -3.584127], [6.256198, 0.187282, -4.365210], [-6.306065, -0.784547, 1.647268], [-6.574824, -3.984287, 0.916100], [-1.167048, -1.971934, 4.283818], [-2.009395, 3.399930, 4.891418], [-2.305453, 1.102347, -2.958254], [0.245509, -8.376869, 0.709795], [-0.175813, -4.584873, -3.335341], [1.288783, 4.776607, -3.296495], [5.313287, 1.001174, -5.184031], [5.519801, -3.178523, 2.525446], [-2.949522, 0.225764, -3.837237], [3.515480, -1.865778, 5.253921], [1.686665, -3.744664, 2.879409], [2.485052, -6.883628, 1.793420], [6.594062, 1.875359, -1.945677], [-9.060549, -0.065336, 0.568615], [1.285173, -5.839666, -1.046442], [-1.796810, 6.078856, 4.613318], [-6.142201, 4.061632, 3.704745], [-5.907681, -4.207786, -0.305904], [2.667188, -0.484307, 1.871346], [2.102328, 6.959671, -0.565428], [-3.691813, -4.058672, 0.720744], [-1.979391, -0.748658, -4.368020], [4.371830, 2.020217, 7.148307], [4.333451, -0.864130, 5.969435], [-1.414096, -1.574495, 5.599827], [-7.235494, 0.271170, 2.048685], [1.389005, 1.621762, 2.563014], [-4.233329, 4.117932, 2.088583], [6.093764, 1.698189, -6.158443], [-5.563294, 3.523284, 2.455365], [-0.811403, -4.963306, -2.137834], [-0.921269, 0.068811, -5.196549], [-0.857206, 3.978249, 5.357079], [7.119508, 2.613171, -5.481158], [-4.962012, -0.294746, 1.670269], [-4.840378, -1.276918, -4.321668], [5.706662, -2.532480, 0.240609], [-4.098467, -0.855536, -1.761751], [-4.679532, -4.983233, -0.109778], [2.073337, -8.063948, 3.969693], [0.966734, 7.770908, -0.078149], [-3.879182, -2.293643, -4.830036], [0.191458, 3.786084, -3.280462], [0.280988, 7.124735, 1.092355], [0.544186, -9.682719, 0.261371], [0.587920, 0.175762, 0.616470], [0.164862, -4.904293, -0.901397], [-3.459036, 4.452983, -3.303084], [5.631966, 2.594192, 2.328392], [-5.040739, -6.212370, 0.694383], [-9.060702, -1.291204, 2.682686], [-1.238486, 5.444283, 5.771307], [5.774768, 1.323778, 0.233609], [3.761255, 8.396028, 0.344504], [3.442879, -0.172318, -4.285639], [0.077534, -2.647184, 4.333568], [-6.112047, -4.768553, -2.664254], [3.264211, 1.302109, -6.247505], [-5.227708, 0.858437, -3.217986], [-4.223280, -0.290282, -3.231726], [-7.798815, -3.343699, -1.575891], [4.108386, 0.177534, -5.592944], [6.949359, 0.727251, -7.087143], [-2.278237, 3.788672, 0.755049], [0.266789, -3.458640, 3.042915], [7.690962, -3.510665, 1.212380], [2.092965, -8.080964, 2.436574], [-4.085776, -5.248919, -1.462546], [-1.737156, 0.111266, 1.186764], [3.338862, 6.281324, 1.648202], [4.319060, 2.663376, -1.328807], [-2.622291, -1.624427, -5.360838], [5.148344, 2.580206, -7.056539], [4.336701, 6.170530, -0.622523], [0.599730, -8.151002, 2.053847], [-8.677825, -0.043405, 1.967061], [-0.947850, -4.867750, -4.503093], [-6.869477, -4.530751, -1.379326], [5.807896, -1.247839, 5.991272], [-0.509911, -4.745228, 3.023179], [0.521006, 2.706979, -2.281947], [1.339605, 0.194338, 1.996255], [4.346685, -1.073330, -6.444871], [-6.593779, 3.743724, 1.342127], [-1.071501, 4.543803, -3.042296], [-5.014961, -5.854891, -2.513434], [-0.033449, 7.920283, -1.231752], [0.673058, -3.495946, -0.587763], [4.172146, 0.576561, 5.340995], [5.730620, 2.354034, -0.836077], [-1.277664, -1.592037, -3.273737], [-2.074013, 5.362346, 7.046685], [-2.145413, 2.010875, 5.055279], [4.153585, -3.975146, -0.933512], [3.841999, 1.971665, -7.424041], [1.420361, 9.161625, 0.258312], [6.469908, -2.610071, 1.548190], [-7.715180, -5.758497, -1.027207], [2.744879, 9.261131, 1.010751], [3.352785, 6.929964, 0.243589], [-6.087109, 0.363053, -2.817529], [-1.664141, -0.322622, 2.175203], [6.230527, -1.957064, -0.456274], [5.101831, -1.714579, -5.998888], [3.355833, -6.974016, 1.269285], [-3.118713, 1.627741, 4.730953], [4.023780, -4.999486, -1.344664], [0.200146, 6.004105, 0.924778], [6.084295, -3.471690, 3.299353], [-8.520301, -5.789583, -1.875470], [5.703654, 3.673848, 1.947958], [3.005434, 10.338881, 1.058495], [-7.619371, 3.559817, 1.601427], [-6.577177, 4.792621, 1.027892], [1.883483, -9.047008, 4.414185], [7.781747, 1.048612, -7.684189], [-1.850041, -2.501110, -3.181190], [1.237324, -3.581961, 0.373809], [4.888617, -3.953569, 2.264924], [-5.687542, -1.795551, -3.809012], [6.616072, 2.279617, 2.664865], [-3.304105, -1.588615, -1.654217], [7.472116, 1.503232, -1.595417], [-8.650544, -0.822105, 0.054948], [5.402778, 0.348625, -0.002552], [-2.492529, 4.618287, 0.058843], [-0.758704, 7.508291, 1.194502], [-10.173317, -1.297745, 2.770700], [0.960545, 1.859698, -2.734362], [4.726030, 8.492549, 0.941938], [-0.892987, 5.573792, -3.505383], [-5.303358, 1.336162, -4.155722], [3.923212, -2.109519, 4.349529], [-9.201297, 0.809488, 2.424839], [3.175993, 2.710179, -7.862608], [0.282987, -10.391014, 0.973361], [1.719179, -5.644669, -1.931415], [0.204532, -3.253037, 5.280044], [4.044919, 1.288440, -8.280149], [-0.472866, -0.625889, -5.928860], [5.294486, 6.133095, -0.057975], [-0.039116, -9.946252, -0.690870], [1.486426, 1.613641, 3.634694], [-3.419484, 5.539154, -3.447764], [-2.104797, 1.788863, 6.112104], [-0.119827, 0.572649, -4.636226], [4.001391, -3.264180, -1.718200], [-1.929799, -4.405548, -4.358003], [3.401918, -1.534875, -6.312268], [-2.633049, -4.348156, 0.616624], [4.937675, 3.594316, -6.670272], [-7.176193, -2.479125, -1.686266], [1.610170, -9.788031, 0.132779], [0.322329, 8.050124, -2.225299], [-6.324583, 3.077620, 0.519890], [0.768936, -0.330599, 2.717582], [6.837702, -1.659502, 1.876602], [-0.195788, 4.032250, 4.482909], [5.739265, 2.643002, -7.951166], [4.011018, -0.944163, -3.690893], [-0.437088, 2.265837, -2.009895], [2.860436, -1.052008, 2.679558], [-2.262589, 6.945617, 4.952207], [-2.481441, 5.478760, 4.089179], [-0.362142, 3.442564, 6.182282], [8.336585, -3.633734, 2.131836], [-4.973753, 0.707343, 1.401257], [3.919199, -0.865780, 6.950367], [7.577683, 3.265904, -6.279174], [-4.350851, -2.894882, -5.643051], [-0.106694, -2.794295, -0.482896], [-3.795992, 4.184161, -2.309538], [-1.271437, -1.083425, -2.311190], [3.377325, 0.205063, 1.600811], [-5.688847, -3.833823, -2.925482], [6.323245, 0.679674, -3.527524], [7.233118, -0.090056, -6.423992], [4.157847, 3.418022, -2.055887], [3.362678, -2.688127, 5.806069], [-1.205587, 4.733138, -1.967259], [1.106111, 3.020875, -1.445155], [1.117352, 0.720058, -0.146733], [6.631962, 3.365030, -4.789982], [0.620168, 9.723764, 0.758553], [-10.059002, -0.113455, 0.461363], [-7.107313, -6.641218, -0.917482], [-5.469806, -6.828726, -2.247040], [3.434218, 2.638868, 6.880682], [0.238936, -7.138537, 2.306417], [-3.707312, 4.226970, 3.008386], [2.579687, 8.831251, 2.031490], [2.268517, 0.903012, -6.371746], [3.066285, 2.044407, -5.466124], [-0.210171, -1.900606, -3.434328], [-2.411518, -1.080156, 5.514017], [-3.786817, -3.041983, 0.321648], [1.343903, 5.370008, -1.592970], [4.981310, 2.584337, 3.220616], [-1.669387, 4.089600, 1.603226], [-1.984783, -0.646024, 0.392261], [-6.902903, -4.869516, -3.420397], [-1.562312, -4.489566, 2.949109], [1.236971, -7.463501, 4.114678], [-2.418238, 6.406158, 7.281223], [-7.060743, 1.036154, 1.354606], [2.247192, 4.289727, -3.354463], [-0.777221, 8.669778, -0.802528], [-2.882410, -0.962950, -6.197900], [-0.087363, -2.771900, 2.207885], [1.052388, -6.824965, -0.948460], [-4.954490, 1.693559, -2.510243], [1.487577, 9.644412, -0.741272], [-8.337250, -5.485732, -0.151254], [7.461980, -4.496681, 0.887935], [7.941874, 2.046363, -5.072303], [-1.161439, -5.970743, -4.575180], [-0.460490, -4.605028, -5.397420], [-4.412946, 5.008168, 1.461727], [-4.118870, 4.020102, -4.083821], [-2.651232, 0.745521, 1.223351], [5.071055, 2.774581, 7.613342], [3.990721, 8.824237, -0.650919], [-0.421905, -5.219642, -0.079326], [4.400456, 6.663546, -1.571500], [-4.571846, -0.308032, 2.719312], [4.433979, 0.514537, 4.259589], [-3.968396, -4.030418, 1.759244], [-5.079452, -1.232763, -1.514828], [-2.911713, 4.645292, 6.975052], [6.384928, -0.913552, 5.087694], [-6.672771, 4.920299, 3.616951], [-0.649294, 6.995925, -1.231670], [-3.812612, -4.289670, -1.893810], [-4.982265, -7.171995, 0.070948], [3.134471, 0.977350, 5.401807], [-8.720936, -2.137845, 2.079496], [1.977418, -4.672423, 2.468685], [6.065898, 3.251667, -0.260481], [2.251045, -2.923153, 2.647547], [2.481398, -0.712594, -4.560444], [-5.292845, -0.636759, -5.105826], [8.296505, -3.040630, 0.463657], [1.271368, 5.255967, -4.161229], [-3.655823, -3.035325, -4.048577], [-4.321510, -0.927502, 1.049477], [0.051698, -8.923951, 2.631182], [0.452946, 2.172295, 2.243601], [-8.379186, -3.328082, -2.515741], [-1.302783, 1.492744, 4.498739], [-1.847744, -2.264935, -5.669590], [-2.207498, 2.077677, -3.283358], [-6.950294, 0.508645, 3.037033], [-1.468792, 5.174502, 7.901765], [1.462472, -3.173854, -1.270195], [-1.702726, 3.014234, 0.311588], [-8.505059, -3.241538, -0.765934], [4.514168, -0.899356, -7.478310], [-6.319873, -3.092014, 1.161487], [-0.314456, 5.989804, 6.003612], [3.903183, 1.744666, -1.827558], [2.211601, 2.175133, 2.124642], [3.665270, 2.947811, -0.533996], [6.805502, 2.683318, -2.452916], [0.059723, 3.326138, -4.271446], [6.872085, 1.249333, 0.510144], [-3.138595, -5.792419, -1.323827], [6.301983, 0.235133, -7.834077], [2.846397, 6.843570, 2.488563], [-0.644062, -0.836360, 5.987100], [-1.528489, 0.867636, -5.681348], [-3.796558, -0.060856, -1.096508], [4.738517, -2.096829, 0.403136], [-1.668754, -4.276893, -2.055061], [5.961590, -2.276486, 6.155197], [1.779833, -6.616675, 1.124294], [4.035295, 5.125247, -0.839909], [-4.290364, -6.507113, 1.442224], [4.367577, 5.914582, 1.967643], [0.914325, -1.897597, 4.359255], [-4.466040, -5.900615, -3.449317], [-5.412774, 2.467549, 2.622965], [2.654823, -8.962045, 2.159808], [2.752377, 5.364802, 1.537430], [0.834689, 7.374058, 2.018385], [3.428112, -3.933421, -0.132389], [3.281500, 0.718248, -3.655133], [-8.567499, -1.408411, 3.619530], [4.081970, 1.211509, 7.788495], [-1.483494, -2.443615, 6.294507], [0.407843, -0.873196, 0.213403], [-5.931108, -6.291472, 1.271415], [-0.331991, -5.313406, 3.948585], [6.351545, -0.830323, 6.821780], [2.958924, -7.697929, 4.472691], [-1.093366, -6.004549, -2.173295], [-0.220338, -5.393011, 2.176716], [-5.442541, 4.324533, 4.397650]],
  "atomic_forces_ev_per_a": [[1.1, 0.3, -0.3], [-0.6, -0.7, 0.9], [0.1, -1.3, -1.8], [-0.2, 0.5, 0.1], [0.0, 1.1, 1.0], [-0.3, -0.5, 1.4], [-0.1, 0.6, 0.2], [-1.0, 0.3, -1.1], [-0.6, -0.3, -0.2], [-0.1, -0.5, 0.1], [0.9, -0.8, 0.7], [-2.4, -0.7, -0.4], [0.7, 1.6, 0.8], [0.1, 0.4, -0.8], [1.1, -0.3, -0.9], [2.0, -1.6, 0.3], [0.6, -1.2, 1.7], [0.2, 0.5, 0.6], [-0.9, 0.0, -0.8], [0.0, 1.4, -0.7], [0.6, -0.8, 0.1], [1.7, 1.2, -0.5], [-0.7, -0.3, 1.3], [-0.4, 0.8, -0.4], [-0.1, 0.5, 0.4], [-1.6, 0.8, -0.5], [0.5, 0.3, 0.6], [0.2, 1.6, -1.1], [-1.3, 0.8, -0.8], [0.4, -0.2, -0.2], [-0.4, -0.2, -1.3], [2.3, 1.7, 1.3], [-0.6, 2.8, 0.1], [0.0, 0.1, -1.5], [-1.4, 1.3, 0.4], [1.6, -1.5, -0.3], [-0.9, 0.4, -1.4], [0.1, -0.8, -1.8], [0.9, 0.6, -1.8], [-1.7, 0.6, 0.3], [0.7, 0.8, 0.5], [-0.8, 0.3, 0.2], [1.2, 1.7, -0.3], [-0.4, 1.8, -0.9], [-0.6, -1.9, 1.7], [-0.7, 0.7, 1.9], [-1.1, -1.4, -0.3], [0.3, 0.4, -1.7], [-0.8, 1.0, 1.6], [0.9, -0.9, -0.5], [-0.1, -0.7, -0.6], [0.2, -1.2, -1.1], [1.2, -0.3, -0.8], [-0.9, -1.0, 0.8], [-0.3, 0.8, -2.0], [-0.9, -0.7, 1.0], [0.0, 0.5, -1.9], [0.4, -0.6, -1.3], [-0.6, 1.6, -0.6], [2.2, -3.6, -0.4], [-1.1, -0.8, -0.5], [1.1, -2.1, 0.3], [1.4, 0.6, 1.4], [2.4, 0.8, 0.1], [-0.9, -1.9, 0.5], [1.3, 0.1, -0.7], [-0.6, -0.8, 0.0], [-1.3, -1.1, 1.2], [1.4, 0.5, 2.4], [0.9, 0.2, -0.8], [-0.1, 0.2, -0.7], [1.9, 2.3, 0.3], [-2.0, -1.2, 0.4], [-1.0, 0.0, 0.9], [0.8, 0.7, -0.7], [0.8, 0.7, 2.5], [-1.2, -1.4, 0.4], [0.7, -0.6, -0.3], [-1.9, -0.3, -1.2], [-0.2, -0.9, 0.6], [-0.4, -2.4, -0.5], [-1.7, 0.6, -0.3], [1.1, 0.4, 0.5], [0.7, -1.0, 0.8], [-0.7, -1.1, 0.7], [-0.3, 0.0, -0.5], [-1.2, -1.7, 2.3], [-0.3, -0.8, 0.9], [0.8, 1.4, -0.4], [-0.2, -0.2, 0.1], [-1.8, -0.3, -0.3], [0.8, 0.3, -1.2], [-0.2, 0.8, 1.4], [0.8, -0.1, -0.3], [-0.1, 1.7, 0.3], [-1.0, 0.9, 0.1], [-2.5, -1.0, 2.4], [2.0, -1.6, 0.9], [-0.2, -0.2, 0.2], [-0.2, 0.5, -0.6], [0.7, 0.0, 0.1], [-1.0, 1.7, -0.5], [1.2, -0.5, -0.5], [1.0, -1.5, 0.6], [0.3, -1.0, -1.8], [0.4, 1.2, -1.0], [-0.9, -3.3, -1.7], [-2.4, 1.4, -1.3], [-1.5, 0.0, 0.8], [-0.2, 0.6, -0.1], [-1.3, 0.3, -0.2], [0.5, -0.4, 0.3], [0.9, 1.0, -1.3], [0.2, 0.1, -0.1], [-0.3, 0.2, 0.3], [0.2, 0.5, -0.4], [0.4, 0.6, 0.1], [0.2, 1.4, 0.4], [-0.2, -0.4, 0.7], [1.5, -0.7, 1.3], [0.0, -1.3, 0.6], [0.2, -0.7, 0.2], [-0.4, -0.5, 0.5], [0.2, -0.1, -0.2], [-0.1, 0.0, -0.4], [0.5, 0.9, 0.3], [0.0, -0.4, 0.4], [-0.6, 0.3, -0.4], [1.0, 0.6, -0.5], [0.4, 0.4, -0.4], [0.3, -0.4, -0.3], [-0.3, -0.5, -0.2], [0.0, 0.1, 0.1], [0.3, -0.4, -0.1], [-0.3, -0.6, -0.5], [0.2, -0.2, 0.3], [0.6, -0.1, 0.1], [0.8, -0.4, 0.2], [1.1, -0.8, -0.7], [-0.9, -0.4, -0.7], [-0.8, -1.1, 0.2], [-0.5, 0.1, -1.3], [0.0, -0.2, 0.4], [0.3, 0.0, -0.1], [-0.2, 0.2, 0.2], [-0.8, -1.4, 1.6], [0.3, -0.3, -0.4], [-0.3, 0.2, -1.0], [-0.4, -0.1, 0.6], [-0.1, 0.5, 0.2], [-0.3, 0.1, -0.7], [1.0, 0.8, 1.3], [0.0, 0.1, 0.5], [0.1, -0.2, 0.1], [0.3, -0.4, 0.5], [-0.3, -0.4, 0.2], [-0.4, 0.6, -0.4], [0.0, 0.2, -0.5], [-0.9, -1.1, -0.4], [-0.4, -0.2, 0.1], [0.6, -0.4, 0.3], [0.3, 0.8, 0.4], [0.5, -0.1, -0.5], [0.6, 0.7, -0.6], [-0.1, 0.3, -0.3], [-0.8, -1.1, 0.5], [-0.1, 0.7, 0.2], [0.6, 0.0, 0.3], [0.3, 0.8, -0.6], [-0.3, 0.9, -0.6], [0.0, 0.1, 0.8], [0.5, 0.5, 0.2], [0.2, -0.9, -0.8], [0.8, 0.9, 1.1], [-0.3, 0.0, -0.1], [-0.5, 0.2, -0.8], [0.4, 1.9, -1.1], [-0.1, 0.2, 1.0], [-0.4, -0.7, 0.6], [0.2, 0.4, 0.4], [-0.9, 0.9, -0.1], [-0.1, 0.0, 0.3], [-0.1, 0.2, 0.0], [0.0, -0.6, 0.7], [1.0, 1.0, -0.3], [-0.4, 0.1, 0.0], [0.5, 0.1, -0.1], [0.7, 1.0, -0.9], [0.1, -0.3, 0.0], [-0.1, -0.1, 0.0], [0.2, 0.4, 0.7], [0.5, 0.3, -0.2], [0.5, -1.1, -0.3], [0.1, -0.3, 0.1], [-0.3, -0.1, -0.1], [-0.3, -0.4, 0.1], [0.5, 0.4, -0.2], [1.0, -0.9, 0.3], [-0.2, -0.8, 0.0], [0.8, 0.7, 0.6], [0.2, 0.8, -0.5], [-0.5, -0.4, -0.7], [0.4, 0.1, 0.1], [-1.0, 0.4, -0.4], [0.7, -0.2, 0.7], [0.1, -0.1, 0.0], [0.7, 1.1, -0.2], [0.1, 0.0, -0.5], [0.1, 0.7, 0.2], [0.3, 0.1, 0.8], [0.4, -0.8, -0.1], [-0.2, -0.3, 0.0], [-1.3, 1.4, 1.4], [-0.3, -0.9, -0.3], [0.3, 1.6, -0.6], [-2.0, 0.7, 0.4], [0.9, -0.4, -1.3], [-0.2, -0.3, -0.1], [0.1, -0.7, 0.7], [-0.3, 0.3, -0.2], [-0.1, -1.0, -0.4], [0.5, 0.2, 0.6], [0.7, -0.6, -0.1], [-0.6, -0.7, -0.3], [0.0, -0.1, 0.6], [0.3, 0.7, 0.1], [0.8, 0.8, -0.8], [0.4, 0.3, 0.8], [0.1, 0.3, 0.7], [0.8, 0.0, -0.1], [-0.7, -1.1, -0.1], [-0.1, -0.4, 0.2], [-0.7, -0.5, 1.0], [0.4, 0.4, -0.5], [-0.1, -0.2, -0.5], [0.1, 0.2, 0.7], [-0.1, -0.1, 0.5], [-0.2, -0.4, 0.5], [0.3, 0.5, 0.0], [-0.7, -0.4, 0.5], [-0.1, -0.1, -0.7], [0.3, 0.2, -0.3], [0.2, 0.3, 0.1], [-0.4, 1.2, 0.3], [0.4, -0.7, -0.1], [-0.3, -0.1, 0.0], [-0.5, 1.7, 0.5], [0.4, -0.1, -0.9], [-0.2, -0.9, -0.2], [0.7, 0.9, 0.6], [0.5, -0.5, 0.2], [0.4, 0.3, -0.5], [-0.2, 1.0, -1.0], [0.1, 0.2, 0.0], [-0.3, 0.2, 0.0], [0.3, 0.4, 0.2], [0.9, -0.6, 0.6], [0.2, -0.7, 0.3], [-1.0, 0.2, 0.6], [0.7, -1.3, -0.7], [-0.8, -2.3, -0.1], [0.2, 0.8, 1.3], [0.7, -0.7, 0.6], [-0.5, 0.2, -0.4], [0.2, -0.7, -0.8], [-0.1, 0.2, 0.4], [0.3, 0.2, -0.8], [-0.1, 0.5, 0.1], [0.0, -0.2, 0.1], [0.3, 0.6, 0.6], [0.4, 0.2, 0.0], [-0.4, -0.1, 0.9], [0.6, 1.2, -1.4], [0.1, -0.1, 0.1], [-0.9, -0.3, 0.0], [-0.5, -0.1, -0.1], [0.0, 0.3, 0.2], [0.7, -0.3, -0.9], [-0.7, -0.8, -0.4], [0.6, -0.5, -0.1], [-0.2, 0.5, 0.1], [-0.6, 0.4, 0.2], [0.0, -0.5, 0.6], [-0.1, -1.6, -0.2], [0.3, 0.2, -0.4], [0.0, 0.8, 0.5], [0.3, 0.6, -0.1], [-1.1, 0.8, -0.4], [-0.6, -0.4, 0.2], [0.0, -0.5, -0.2], [0.0, -0.4, 0.0], [0.2, -0.3, -0.7], [0.0, -0.1, 0.1], [-0.5, -0.5, -0.3], [-0.4, 0.5, 0.1], [-0.1, -0.5, -0.4], [0.1, 0.1, 1.0], [-0.1, -0.3, 0.8], [0.1, 0.5, -0.4], [0.3, 1.1, 0.7], [-1.0, 0.8, 0.0], [-0.1, 0.1, -0.2], [0.1, 0.7, 0.4], [0.2, 0.5, -0.2], [-0.6, -0.5, -0.3], [-0.2, 0.6, 0.2], [0.2, -0.5, -0.1]]
}